(1)
C6H24N12O6 | ωB97M-V with the def2-TZVPD basis set

The geometry in XYZ format:
```
48
Properties=species:S:1:pos:R:3:forces:R:3:mulliken_charge:R:1
C -3.816560 3.048748 -2.305838 0.411 2.022 -2.865 0.49
O -4.185590 3.455268 -3.436318 -0.807 -2.010 1.239 -0.72
N -3.948620 1.841408 -1.743238 -1.785 -2.851 -1.444 -0.33
N -3.057380 3.847558 -1.614118 1.148 1.689 1.635 -0.30
H -3.736770 1.440218 -0.840868 0.098 0.996 -0.082 0.25
H -4.443980 1.234918 -2.381118 -0.044 -0.289 0.385 0.21
H -2.544020 3.399938 -0.868338 0.485 1.025 0.459 0.41
H -2.867670 4.736238 -2.054978 0.288 -0.286 0.390 0.20
C -2.187590 3.185798 1.790162 1.136 -0.497 2.184 0.65
O -1.913180 2.920588 0.695122 0.641 -1.552 -7.603 -0.76
N -1.763630 2.501718 2.760132 2.813 -4.703 6.262 -0.32
N -2.792640 4.199598 2.244182 -4.311 6.422 0.081 -0.39
H -1.851620 2.882128 3.691612 0.053 -0.520 -0.171 0.11
H -1.170300 1.688778 2.675422 -0.005 0.031 -0.589 0.24
H -2.857330 4.428888 3.225682 -0.260 -0.028 -0.606 0.15
H -3.310860 4.718918 1.550032 0.006 0.452 0.496 0.24
C -0.401510 -0.423242 0.481032 -0.077 -0.115 -1.585 0.61
O -0.387910 0.151248 1.532212 0.217 0.830 2.817 -0.67
N -1.158590 -0.091522 -0.537288 -3.472 2.446 -1.696 -0.27
N 0.343210 -1.419752 0.093602 2.545 -2.330 0.692 -0.14
H -1.775080 0.683788 -0.339988 0.130 0.101 -0.562 0.15
H -1.031100 -0.434192 -1.478798 -0.161 0.249 0.425 0.14
H 0.907740 -1.808062 0.835632 0.302 -1.017 -0.314 0.00
H 0.053900 -1.940602 -0.721948 0.508 -0.329 0.508 0.17
C 4.413100 -1.629602 -0.422858 6.883 0.297 4.873 0.59
O 5.438670 -1.583712 0.266242 0.541 0.354 0.501 -0.79
N 3.383050 -0.980892 -0.230928 -7.857 6.176 2.797 -0.23
N 4.284060 -2.360742 -1.398738 0.478 -6.476 -7.708 -0.26
H 2.538870 -1.247242 -0.717268 -0.039 0.228 0.434 0.08
H 3.271320 -0.446472 0.618782 0.032 -0.141 -0.198 0.16
H 3.385710 -2.428332 -1.855338 0.398 -0.474 -0.483 0.25
H 5.066670 -2.966042 -1.601798 -0.466 -0.032 -0.307 0.20
C 0.825950 -1.220482 -3.176158 1.950 1.795 -0.199 0.29
O 1.418460 -2.164642 -2.774778 2.131 -3.227 2.313 -0.61
N 1.216220 0.048358 -2.968238 0.182 1.228 0.675 -0.26
N -0.150240 -1.341482 -4.002178 -4.123 0.056 -2.864 -0.36
H 1.833300 0.191398 -2.181568 -0.113 0.385 -0.169 0.28
H 0.605790 0.781998 -3.298778 0.448 0.206 0.464 0.22
H -0.528310 -0.490522 -4.393378 -0.248 -0.564 -0.342 0.17
H -0.314690 -2.231922 -4.449568 -0.049 0.287 0.147 0.24
C 1.654760 -3.118022 3.156442 -1.070 3.376 -1.121 0.63
O 1.747430 -3.133742 1.951402 -0.243 -0.409 -1.405 -0.72
N 2.376680 -3.730692 4.005772 3.670 -4.236 1.217 -0.48
N 0.925310 -2.289712 3.889742 -3.375 2.868 -0.455 -0.50
H 2.862840 -4.383072 3.407312 0.746 -1.282 1.439 0.30
H 1.831970 -3.895582 4.840162 1.003 -1.157 0.103 0.27
H 1.312590 -2.034332 4.786902 -0.341 0.428 -0.431 0.25
H 0.497560 -1.592872 3.296832 -0.397 0.578 0.660 0.14
```
Positions in Å, forces in eV/Å.

Calculated values
* SMILES: NC(N)=O.NC(N)=O.NC(N)=O.NC(N)=O.NC(N)=O.NC(N)=O
* strongest force on any atom: 10.38 eV/A
* total energy: -1351.623282 a.u.
* HOMO level: -8.77 eV
* energy relative to the best compared isomer or geometry (same formula, charge and spin): 120.7 kcal/mol

***

(2)
C6H24N6O6 | ωB97M-V with the def2-TZVPD basis set

The geometry in XYZ format:
```
42
Properties=species:S:1:pos:R:3:forces:R:3:mulliken_charge:R:1
C -2.323482 -1.323874 -2.872950 -0.904 2.727 0.840 -0.52
O -1.701517 -0.717256 -4.038653 -1.033 -1.566 0.239 -0.53
H -2.091255 -0.652221 -1.999143 -0.216 -0.731 -0.878 0.06
H -3.426198 -1.394073 -2.959143 0.455 0.408 -0.201 0.36
H -2.022404 -2.299031 -2.646664 1.091 -1.520 0.081 0.33
H -1.959530 -1.348209 -4.733375 0.390 0.675 -0.145 0.26
C -2.849982 1.460659 1.950616 0.476 -0.358 -0.245 -0.46
O -2.215277 2.193954 3.040465 -1.632 -0.718 0.756 -0.58
H -3.726552 1.938777 1.523291 -0.161 0.394 0.392 0.35
H -2.105540 1.439710 1.169311 0.281 0.195 -0.249 0.08
H -3.080609 0.382016 2.067475 0.149 0.602 0.896 0.25
H -2.779445 2.191442 3.865321 0.774 -0.124 -1.536 0.29
C 0.833941 1.895772 1.939475 0.338 -1.387 -0.294 -0.28
O 0.334337 1.144449 3.063002 0.154 0.421 -0.531 -0.64
H 1.623148 1.276144 1.448963 -0.607 0.555 0.239 -0.05
H 0.016288 2.083968 1.219918 0.503 0.102 0.218 0.15
H 1.287413 2.806762 2.294578 0.076 0.497 -0.082 0.32
H -0.519665 1.568111 3.227459 -0.334 -0.075 0.394 0.44
C 3.078576 -0.952168 -0.048997 -0.445 -0.509 -0.333 0.53
O 2.280160 -1.477257 -0.830472 0.102 0.190 0.560 -0.62
N 3.472450 -1.657714 1.088968 -0.312 0.265 0.146 -0.54
N 3.580420 0.293221 -0.265419 0.952 -0.927 1.534 -0.34
H 2.743627 -2.324914 1.309730 0.325 -0.172 0.010 0.26
H 3.852169 -1.209579 1.924410 -0.244 0.145 -0.720 0.23
H 3.342476 0.671964 -1.149970 -0.398 0.606 -1.107 0.27
H 4.520611 0.432562 0.075582 -0.146 0.282 -0.007 0.22
C 1.173512 1.056247 -3.014427 0.413 0.737 0.547 0.54
O 2.120599 1.487249 -2.339132 -0.640 -0.059 -0.591 -0.74
N 0.217372 1.935752 -3.538461 1.227 -1.356 0.431 -0.43
N 1.032562 -0.261506 -3.301063 0.898 -1.161 0.648 -0.35
H 0.338194 2.901355 -3.252424 -0.461 -0.504 -0.190 0.23
H -0.632164 1.494778 -3.852591 -0.220 0.638 -0.025 0.20
H 1.523978 -0.996885 -2.752381 -0.027 1.550 -0.184 0.29
H 0.221054 -0.637123 -3.724952 -0.924 0.294 -0.534 0.28
C -1.129547 -2.075041 2.017985 0.964 0.111 -0.686 0.45
O -1.764989 -3.103959 1.929757 -0.477 -0.301 0.276 -0.68
N -0.650683 -1.536731 3.172205 -0.158 0.190 -1.107 -0.29
N -0.745362 -1.360815 0.895396 -0.271 -0.002 -1.122 -0.06
H -0.871608 -2.066400 3.964400 -0.230 -0.332 1.311 0.19
H -0.291874 -0.587208 3.181577 0.127 -0.125 0.255 0.36
H -0.798928 -1.856247 0.000490 -0.109 0.125 0.835 0.24
H 0.093736 -0.816678 0.949849 0.251 0.221 0.158 -0.05
```
Positions in Å, forces in eV/Å.

Calculated values
* SMILES: NC(N)=O.NC(N)=O.NC(N)=O.CO.CO.CO
* strongest force on any atom: 2.99 eV/A
* total energy: -1023.061956 a.u.
* HOMO level: -9.56 eV
* energy relative to the best compared isomer or geometry (same formula, charge and spin): 31.0 kcal/mol

***

(3)
C6H24O6 | ωB97M-V with the def2-TZVPD basis set

The geometry in XYZ format:
```
36
Properties=species:S:1:pos:R:3:forces:R:3:mulliken_charge:R:1
C -0.006028 2.355913 2.970744 -0.823 -0.328 -0.112 -0.27
O 0.156622 3.712513 3.353564 0.602 0.113 -0.013 -0.44
H -0.963878 2.285473 2.455304 -0.088 -0.297 -0.128 0.20
H 0.759472 1.961373 2.302584 0.185 0.219 0.101 -0.23
H -0.043858 1.712613 3.849854 0.098 0.098 0.073 0.38
H 0.793552 4.083513 2.738524 -0.006 0.207 0.098 0.30
C -2.486088 -2.926307 -2.445096 -0.189 -0.236 0.973 -0.48
O -3.875938 -2.673207 -2.656906 0.073 -0.217 -0.695 -0.54
H -1.987288 -3.496877 -3.228516 -0.531 0.421 -0.510 0.33
H -1.978328 -1.982257 -2.247466 0.332 -0.151 -0.096 0.16
H -2.407718 -3.593917 -1.587036 0.349 0.148 0.334 0.24
H -4.217748 -2.324687 -1.830276 0.003 0.028 -0.028 0.30
C 1.540472 -2.845017 -1.357056 -0.294 -0.582 0.974 -0.34
O 0.933962 -4.125467 -0.988856 0.470 0.486 -1.045 -0.29
H 0.805292 -2.084117 -1.095066 0.398 0.422 -0.178 -0.10
H 2.466092 -2.718817 -0.795456 -0.127 0.288 0.209 0.06
H 1.830112 -2.758247 -2.404276 -0.516 -0.577 -0.112 0.23
H 0.728332 -4.049677 -0.054206 0.074 0.028 0.142 0.23
C -0.270468 3.496163 -0.819296 0.638 -0.003 0.046 -0.44
O -1.406898 2.777413 -0.461856 -0.833 0.026 0.055 -0.51
H 0.002572 3.371203 -1.867116 -0.250 0.139 -0.358 0.26
H -0.450968 4.547313 -0.594326 0.111 0.070 -0.119 0.29
H 0.622002 3.163763 -0.289106 0.044 0.071 0.393 -0.03
H -1.166068 1.908343 -0.132736 0.357 -0.456 0.032 0.30
C 2.823322 1.051813 0.389794 0.104 2.164 -0.522 -1.62
O 2.399932 -0.161127 0.836464 -0.972 -1.501 -0.184 2.51
H 3.838202 1.072893 -0.007286 0.128 -0.157 -0.077 0.25
H 2.143192 1.428643 -0.374086 -0.024 -0.192 -0.224 -0.08
H 2.771372 1.773503 1.205004 0.248 0.441 0.122 0.51
H 3.027352 -0.425557 1.513244 0.404 -0.762 0.837 -1.28
C -1.378718 -0.954727 0.609834 0.380 1.287 -0.446 -0.91
O -0.372868 0.073603 0.302994 -1.995 -0.613 0.205 -0.56
H -1.609378 -1.162127 1.654764 0.959 0.015 0.327 0.46
H -2.330618 -0.524377 0.298704 0.045 -0.017 -0.602 0.23
H -1.175108 -1.872617 0.058354 -0.002 -0.020 0.118 -0.01
H 0.486112 -0.096937 0.696274 0.648 -0.565 0.411 -0.09
```
Positions in Å, forces in eV/Å.

Calculated values
* total charge: -1
* strongest force on any atom: 2.23 eV/A
* total energy: -694.286734 a.u.
* HOMO level (alpha / beta): 0.48 / -7.24 eV
* energy relative to the best compared isomer or geometry (same formula, charge and spin): 64.8 kcal/mol
* multiplicity: 2

***

(4)
C6H24O6 | ωB97M-V with the def2-TZVPD basis set

The geometry in XYZ format:
```
36
Properties=species:S:1:pos:R:3:forces:R:3:mulliken_charge:R:1
C 0.818480 -0.097817 -0.249878 0.322 -0.170 1.295 -0.46
O 1.575690 -1.012127 0.624212 -0.832 0.672 -1.166 -0.48
H 1.304310 0.092003 -1.206977 0.136 -0.377 0.146 0.23
H -0.192730 -0.481507 -0.385318 0.056 -0.025 -0.318 0.17
H 0.728280 0.846083 0.287723 0.000 0.164 -0.165 0.24
H 0.883140 -1.577907 0.973292 0.329 -0.261 0.201 0.29
C -2.113290 2.895153 -3.146278 -0.656 1.201 -1.145 -0.55
O -2.085960 2.837093 -1.769138 0.502 -0.825 1.576 -0.47
H -2.072620 1.968993 -3.719588 0.219 -0.373 0.358 0.24
H -3.058670 3.384073 -3.381448 -0.029 0.161 -0.804 0.28
H -1.296330 3.548913 -3.451668 -0.012 -0.113 -0.160 0.22
H -2.860300 2.348533 -1.480498 -0.020 -0.064 0.197 0.28
C -0.581930 -5.268007 1.494232 -2.067 -0.044 0.314 -0.53
O 0.530440 -5.362897 0.738882 3.135 0.426 -1.260 -0.49
H -1.049090 -6.235947 1.312672 -1.194 0.157 0.967 0.33
H -0.433510 -4.995547 2.539142 0.176 -0.421 0.307 0.23
H -1.182620 -4.452757 1.090942 -0.277 -0.170 -0.164 0.16
H 1.040470 -6.111937 1.055742 0.210 0.063 -0.158 0.31
C -5.174230 -1.437467 -1.742368 0.198 0.134 1.308 -0.53
O -5.307880 -0.112747 -1.235218 0.170 0.387 0.104 -0.48
H -5.250590 -2.106207 -0.885008 -0.599 -0.473 -0.191 0.27
H -5.962090 -1.586377 -2.480748 0.490 -0.493 -0.219 0.23
H -4.134360 -1.614627 -2.016948 -0.204 0.259 -0.935 0.22
H -5.750250 -0.186787 -0.386438 -0.008 0.230 -0.071 0.30
C 5.896410 -2.592057 3.653712 -0.948 -0.129 -0.667 -0.43
O 7.002500 -1.823827 3.908583 1.848 1.431 1.252 -0.49
H 6.286940 -3.573347 3.384143 -0.758 -0.254 -0.117 0.17
H 5.216500 -2.595147 4.505642 -0.081 -0.533 0.026 0.27
H 5.380340 -2.073917 2.845433 -0.449 -0.697 -0.382 0.18
H 6.860630 -1.400437 4.758402 0.385 0.185 -0.117 0.31
C 0.990770 6.817493 -0.954058 -2.242 -0.208 -1.435 -0.55
O 1.115720 5.463723 -0.604018 1.235 -0.422 0.820 -0.48
H 0.199620 7.323543 -0.400798 0.600 0.380 1.017 0.27
H 1.920280 7.375373 -1.067578 -0.011 -0.453 0.503 0.25
H 0.465670 6.815383 -1.909238 0.500 0.353 -0.812 0.22
H 0.290250 4.983023 -0.699558 -0.125 0.303 -0.105 0.29
```
Positions in Å, forces in eV/Å.

Calculated values
* SMILES: CO.CO.CO.CO.CO.CO
* strongest force on any atom: 3.40 eV/A
* total energy: -694.262413 a.u.
* HOMO level: -9.89 eV
* energy relative to the best compared isomer or geometry (same formula, charge and spin): 119.2 kcal/mol

***

- Look up the energy relative to the best compared isomer or geometry (same formula, charge and spin) of the second one.
  31.0 kcal/mol

***

- Among the records above, which one has the highest total energy?
  number 4

***

- What is the formula in the fourth record?
  C6H24O6

***

Copy entry 3 word for word.
C6H24O6 | ωB97M-V with the def2-TZVPD basis set

The geometry in XYZ format:
```
36
Properties=species:S:1:pos:R:3:forces:R:3:mulliken_charge:R:1
C -0.006028 2.355913 2.970744 -0.823 -0.328 -0.112 -0.27
O 0.156622 3.712513 3.353564 0.602 0.113 -0.013 -0.44
H -0.963878 2.285473 2.455304 -0.088 -0.297 -0.128 0.20
H 0.759472 1.961373 2.302584 0.185 0.219 0.101 -0.23
H -0.043858 1.712613 3.849854 0.098 0.098 0.073 0.38
H 0.793552 4.083513 2.738524 -0.006 0.207 0.098 0.30
C -2.486088 -2.926307 -2.445096 -0.189 -0.236 0.973 -0.48
O -3.875938 -2.673207 -2.656906 0.073 -0.217 -0.695 -0.54
H -1.987288 -3.496877 -3.228516 -0.531 0.421 -0.510 0.33
H -1.978328 -1.982257 -2.247466 0.332 -0.151 -0.096 0.16
H -2.407718 -3.593917 -1.587036 0.349 0.148 0.334 0.24
H -4.217748 -2.324687 -1.830276 0.003 0.028 -0.028 0.30
C 1.540472 -2.845017 -1.357056 -0.294 -0.582 0.974 -0.34
O 0.933962 -4.125467 -0.988856 0.470 0.486 -1.045 -0.29
H 0.805292 -2.084117 -1.095066 0.398 0.422 -0.178 -0.10
H 2.466092 -2.718817 -0.795456 -0.127 0.288 0.209 0.06
H 1.830112 -2.758247 -2.404276 -0.516 -0.577 -0.112 0.23
H 0.728332 -4.049677 -0.054206 0.074 0.028 0.142 0.23
C -0.270468 3.496163 -0.819296 0.638 -0.003 0.046 -0.44
O -1.406898 2.777413 -0.461856 -0.833 0.026 0.055 -0.51
H 0.002572 3.371203 -1.867116 -0.250 0.139 -0.358 0.26
H -0.450968 4.547313 -0.594326 0.111 0.070 -0.119 0.29
H 0.622002 3.163763 -0.289106 0.044 0.071 0.393 -0.03
H -1.166068 1.908343 -0.132736 0.357 -0.456 0.032 0.30
C 2.823322 1.051813 0.389794 0.104 2.164 -0.522 -1.62
O 2.399932 -0.161127 0.836464 -0.972 -1.501 -0.184 2.51
H 3.838202 1.072893 -0.007286 0.128 -0.157 -0.077 0.25
H 2.143192 1.428643 -0.374086 -0.024 -0.192 -0.224 -0.08
H 2.771372 1.773503 1.205004 0.248 0.441 0.122 0.51
H 3.027352 -0.425557 1.513244 0.404 -0.762 0.837 -1.28
C -1.378718 -0.954727 0.609834 0.380 1.287 -0.446 -0.91
O -0.372868 0.073603 0.302994 -1.995 -0.613 0.205 -0.56
H -1.609378 -1.162127 1.654764 0.959 0.015 0.327 0.46
H -2.330618 -0.524377 0.298704 0.045 -0.017 -0.602 0.23
H -1.175108 -1.872617 0.058354 -0.002 -0.020 0.118 -0.01
H 0.486112 -0.096937 0.696274 0.648 -0.565 0.411 -0.09
```
Positions in Å, forces in eV/Å.

Calculated values
* total charge: -1
* strongest force on any atom: 2.23 eV/A
* total energy: -694.286734 a.u.
* HOMO level (alpha / beta): 0.48 / -7.24 eV
* energy relative to the best compared isomer or geometry (same formula, charge and spin): 64.8 kcal/mol
* multiplicity: 2